# 1
13
Properties=species:S:1:pos:R:3 method="wB97M-V/def2-TZVPD" total_charge=0 energy_ha=-174.420978 gap_ev=10.53 multiplicity=1 smiles=CCCN lumo_energy_ev=1.26
C -0.757 1.290 1.238
C 0.285 0.594 0.315
C -0.194 -0.754 -0.210
N 0.606 -1.137 -1.385
H -1.319 0.504 1.736
H -1.244 1.991 0.554
H -0.400 1.934 2.022
H 0.479 1.223 -0.565
H 1.359 0.719 0.503
H -1.225 -0.614 -0.515
H -0.199 -1.535 0.559
H 0.599 -2.146 -1.499
H 1.581 -0.875 -1.279

***

# 2
9
Properties=species:S:1:pos:R:3 method="wB97M-V/def2-TZVPD" total_charge=0 energy_ha=-321.219159 gap_ev=9.34 multiplicity=1 smiles="O=c1cc[nH]o1" lumo_energy_ev=0.24
O -2.217 -0.208 0.810
C -1.211 -0.184 0.189
C -0.171 -0.971 -0.089
C 0.945 -0.214 -0.293
N 0.479 1.105 -0.417
O -0.677 1.183 0.171
H 0.138 -2.045 0.204
H 1.869 -0.464 -0.608
H 0.844 1.797 0.032

***

# 3
158
Properties=species:S:1:pos:R:3 method="wB97M-V/def2-TZVPD" total_charge=-1 energy_ha=-7580.320943 gap_ev=6.58 multiplicity=1 lumo_energy_ev=2.25
Zn -0.037 -0.623 -0.218
C -4.265 -3.636 5.401
C -4.011 -4.488 4.148
C -3.725 -5.922 4.598
C -5.273 -4.504 3.274
C -2.854 -3.888 3.349
C -2.940 -2.589 2.869
C -1.913 -2.053 2.115
Se -2.073 -0.239 1.488
C -3.302 -0.529 0.037
C -4.659 -0.518 0.312
C -5.594 -0.664 -0.702
C -5.095 -0.754 -2.002
C -3.743 -0.763 -2.317
C -2.777 -0.715 -1.266
O -1.507 -0.791 -1.508
C -3.271 -0.734 -3.773
C -4.426 -0.770 -4.776
C -2.357 -1.931 -4.081
C -2.492 0.576 -3.983
C -7.085 -0.714 -0.369
C -7.958 -0.783 -1.623
C -7.364 -1.961 0.483
C -7.492 0.538 0.422
C -0.740 -2.767 1.761
O 0.155 -2.227 1.005
C -0.619 -4.074 2.319
C -1.670 -4.575 3.079
C 0.683 -4.878 2.198
C 1.670 -4.305 3.228
C 0.484 -6.369 2.509
C 1.302 -4.794 0.796
H -5.077 -4.059 6.001
H -3.362 -3.596 6.014
H -4.534 -2.613 5.134
H -4.582 -6.312 5.151
H -3.549 -6.574 3.741
H -2.852 -5.963 5.253
H -6.116 -4.948 3.813
H -5.554 -3.495 2.971
H -5.094 -5.086 2.368
H -3.811 -1.974 3.072
H -4.968 -0.384 1.343
H -5.801 -0.812 -2.817
H -5.025 -1.677 -4.663
H -5.080 0.099 -4.678
H -4.015 -0.769 -5.788
H -2.916 -2.867 -4.003
H -1.963 -1.849 -5.099
H -1.524 -1.963 -3.384
H -3.142 1.435 -3.788
H -1.646 0.619 -3.297
H -2.118 0.645 -5.010
H -7.760 -1.694 -2.191
H -9.012 -0.785 -1.338
H -7.783 0.077 -2.273
H -7.071 -2.862 -0.059
H -6.791 -1.931 1.411
H -8.427 -2.033 0.733
H -7.278 1.439 -0.158
H -8.561 0.516 0.651
H -6.945 0.609 1.363
H -1.558 -5.567 3.490
H 1.281 -4.441 4.240
H 2.644 -4.801 3.156
H 1.813 -3.237 3.056
H 0.262 -6.545 3.563
H -0.318 -6.800 1.905
H 1.408 -6.905 2.279
H 1.542 -3.768 0.534
H 2.217 -5.394 0.760
H 0.604 -5.179 0.048
C 2.805 2.298 5.245
C 1.677 1.539 4.974
C 1.690 0.630 3.922
C 2.826 0.467 3.132
C 3.945 1.254 3.401
C 3.936 2.160 4.451
P 2.769 -0.920 1.910
C 4.428 -1.657 2.201
C 4.979 -1.726 3.482
C 6.109 -2.492 3.734
C 6.704 -3.218 2.713
C 6.156 -3.175 1.438
C 5.026 -2.413 1.188
C 2.969 -0.151 0.242
C 4.231 0.306 -0.165
C 4.451 0.729 -1.464
C 3.408 0.669 -2.380
C 2.159 0.231 -1.972
C 1.877 -0.172 -0.656
H 2.803 2.999 6.072
H 0.792 1.637 5.591
H 0.818 0.016 3.723
H 4.840 1.140 2.799
H 4.818 2.753 4.663
H 4.513 -1.184 4.296
H 6.524 -2.524 4.734
H 7.575 -3.829 2.914
H 6.613 -3.741 0.636
H 4.593 -2.406 0.195
H 5.062 0.305 0.530
H 5.435 1.066 -1.773
H 3.573 0.963 -3.412
H 1.361 0.188 -2.705
O -0.298 1.793 -1.360
P -0.380 3.259 -1.608
C 1.201 4.010 -1.031
C 1.534 5.482 -1.321
C 2.632 5.956 -0.370
C 2.092 6.037 1.064
C 1.017 4.964 1.298
C 1.321 3.711 0.479
C -1.782 3.892 -0.576
C -2.224 5.364 -0.659
C -3.389 5.625 -1.619
C -4.550 4.674 -1.347
C -4.081 3.242 -1.577
C -2.954 2.886 -0.612
C -0.764 3.480 -3.407
C -0.836 4.877 -4.049
C 0.452 5.368 -4.718
C 1.113 4.298 -5.581
C 1.360 3.042 -4.750
C 0.032 2.478 -4.255
H 1.922 3.370 -1.555
H 0.657 6.122 -1.198
H 1.881 5.591 -2.345
H 3.016 6.928 -0.687
H 3.462 5.246 -0.417
H 1.666 7.028 1.246
H 2.910 5.899 1.773
H 0.038 5.360 1.010
H 0.962 4.709 2.353
H 0.663 2.886 0.759
H 2.331 3.367 0.704
H -1.310 3.745 0.402
H -1.379 6.002 -0.929
H -2.547 5.673 0.341
H -3.069 5.485 -2.654
H -3.706 6.666 -1.515
H -5.394 4.915 -1.999
H -4.887 4.787 -0.311
H -3.749 3.142 -2.615
H -4.898 2.531 -1.432
H -2.561 1.897 -0.850
H -3.380 2.818 0.395
H -1.787 3.088 -3.353
H -1.146 5.620 -3.311
H -1.616 4.838 -4.817
H 1.165 5.684 -3.960
H 0.215 6.250 -5.319
H 2.052 4.684 -5.987
H 0.465 4.049 -6.428
H 2.004 3.283 -3.897
H 1.875 2.286 -5.346
H 0.195 1.577 -3.665
H -0.572 2.202 -5.126

***

# 4
8
Properties=species:S:1:pos:R:3 method="wB97M-V/def2-TZVPD" total_charge=+3 energy_ha=-1234.098684 s2=6.00 gap_ev="6.39 / 7.44" multiplicity=5 lumo_energy_ev="-20.15 / -19.16"
C -0.468 0.081 -0.778
C -0.634 0.451 0.524
H -1.288 -0.171 1.161
H -0.377 1.451 0.895
Cr -0.842 1.205 -2.490
C 1.273 -0.927 1.259
O 1.700 -1.396 0.279
H 0.637 -0.692 -0.848

***

# 5
26
Properties=species:S:1:pos:R:3 method="wB97M-V/def2-TZVPD" total_charge=+1 energy_ha=-709.767200 gap_ev=8.34 multiplicity=1 lumo_energy_ev=-4.46
C -2.988 0.919 0.369
C -0.351 -1.640 -0.741
C 0.583 -0.833 1.381
C -2.002 1.330 -0.717
C 2.708 0.777 -0.624
C 0.186 -0.490 -0.050
N 2.272 -0.611 -0.775
O 2.239 1.538 0.510
P -0.191 1.187 -0.231
H -3.948 1.099 0.013
H -3.098 -0.151 0.429
H -2.979 1.527 1.227
H 0.226 -2.457 -0.657
H -1.374 -1.938 -0.321
H -0.421 -1.369 -1.750
H 1.263 -0.243 1.893
H 0.839 -1.784 1.542
H -0.344 -0.778 2.140
H -2.214 2.332 -0.864
H -1.938 0.702 -1.690
H 2.342 1.406 -1.521
H 3.706 0.989 -0.820
H 2.547 -0.906 -1.720
H 2.685 -1.134 -0.033
H 3.036 1.494 1.013
H -0.332 1.642 1.126

***

# 6
14
Properties=species:S:1:pos:R:3 method="wB97M-V/def2-TZVPD" total_charge=0 energy_ha=-415.822128 gap_ev="7.03 / 7.38" multiplicity=1 lumo_energy_ev="0.18 / 0.35"
C 1.266 1.250 -0.357
N -0.027 -1.587 0.125
C -1.045 -0.716 0.514
C 0.300 1.319 0.670
C -0.047 -1.073 -1.165
N -1.800 -0.670 1.513
O -0.199 1.906 1.552
O -1.183 -0.327 -0.900
H 0.653 -2.089 0.671
H -2.429 0.123 1.533
H 0.051 -1.622 -2.091
H 1.145 2.042 -1.096
H 2.280 1.220 0.038
H 1.034 0.222 -1.007